Entry 1:
DFT (ωB97M-V/def2-TZVPD) results for a structure of composition C36H92F6N7O12Ti in a non-equilibrium geometry.

As for the multiplicity: 5. The total energy is -4161.0305 Ha. For the max |F|, the calculation gives 3.8 eV Å⁻¹. Its charge is +1. The highest occupied orbital energy (spin up / spin down) comes out at -7.5971 / -10.7693 eV.

Cartesian coordinates (Å):
Ti1 -1.0639 3.1324 1.1945
O1 -3.5043 -0.0901 0.7636
H1 -3.7708 0.2905 -0.0764
H2 -4.2518 -0.3261 1.3178
H3 -2.9047 0.5597 1.1375
C1 -0.3309 0.8380 -0.7065
O2 0.3702 1.2284 0.4749
O3 -1.5883 1.4315 -0.6327
C2 0.5523 0.9778 -2.0074
F1 1.6657 0.3692 -2.0999
F2 -0.2332 0.4713 -3.0731
F3 0.9028 2.2552 -2.2417
C3 1.2830 0.2286 1.0360
C4 1.8667 0.7977 2.2995
H4 2.3161 -0.0446 2.8255
H5 2.5938 1.5683 2.0435
H6 1.0299 1.1204 2.9189
H7 2.0394 0.1343 0.2568
H8 0.7474 -0.6813 1.3065
H9 -0.5461 -0.2303 -0.6841
C5 -2.1656 1.1220 3.9210
O4 -2.7049 -0.1936 3.8540
O5 -2.3277 1.7190 2.6477
C6 -2.7899 1.8670 5.1482
F4 -2.5963 1.1116 6.2599
F5 -2.2847 3.0360 5.3960
F6 -4.1245 1.9916 5.0984
C7 -1.8912 -1.3143 3.7634
C8 -2.7899 -2.5270 3.3224
H10 -3.3104 -2.2630 2.4018
H11 -2.2155 -3.4173 3.0666
H12 -3.5216 -2.7518 4.0985
H13 -1.5759 -1.4367 4.7996
H14 -0.9750 -1.1250 3.2042
H15 -1.1132 1.1555 4.2030
C9 -2.9868 -3.0665 -1.4989
C10 -2.3771 -2.3583 -2.7010
C11 -0.9306 -2.7896 -3.0863
O6 0.0433 -2.6528 -2.0928
C12 0.4074 -3.9533 -1.5068
N1 -3.3299 -2.5428 -3.7358
H16 -2.3745 -3.3571 -0.6453
H17 -3.3536 -4.0344 -1.8404
H18 -3.8292 -2.5367 -1.0541
H19 -2.4275 -1.2837 -2.5252
H20 -0.7919 -1.9964 -3.8208
H21 -0.9283 -3.7558 -3.5908
H22 1.3182 -4.3073 -1.9896
H23 -0.3801 -4.7067 -1.4872
H24 0.7811 -3.9536 -0.4828
H25 -3.3874 -3.4841 -4.0973
H26 -3.2163 -1.8808 -4.4901
C13 -4.8822 2.7783 -1.3686
C14 -4.9089 1.7427 -2.4334
C15 -4.2477 2.1876 -3.7382
O7 -4.2374 1.1394 -4.6963
C16 -3.0227 1.0232 -5.4408
N2 -4.1851 0.5474 -1.9221
H27 -5.3788 2.3722 -0.4874
H28 -5.4093 3.6668 -1.7163
H29 -3.8913 3.1949 -1.1877
H30 -5.9587 1.5528 -2.6569
H31 -3.2125 2.4501 -3.5200
H32 -4.8282 3.0033 -4.1691
H33 -2.6284 2.0328 -5.5558
H34 -3.2508 0.5669 -6.4040
H35 -2.3581 0.3750 -4.8695
H36 -3.2384 0.8641 -1.7687
H37 -4.1149 -0.0749 -2.7145
C17 2.3486 1.5794 8.0874
C18 1.3755 1.4642 6.9995
C19 1.5140 0.1296 6.2577
O8 1.3558 -0.9905 7.1267
C20 0.9190 -2.2006 6.4920
N3 0.0000 1.6058 7.4581
H38 2.1179 1.0590 9.0169
H39 2.5852 2.6159 8.3277
H40 3.3037 1.1542 7.7788
H41 1.6941 2.2189 6.2804
H42 2.4201 0.0086 5.6641
H43 0.7899 0.1546 5.4433
H44 1.7653 -2.6102 5.9404
H45 0.1075 -1.9637 5.8039
H46 0.5082 -2.7971 7.3066
H47 -0.5392 1.7409 6.6149
H48 -0.2667 0.7159 7.8544
C21 -0.7742 0.3537 -9.7641
C22 -0.6797 1.4609 -8.8156
C23 0.4832 1.4715 -7.8547
O9 0.2637 2.3165 -6.7532
C24 1.2783 2.3755 -5.7711
N4 -0.4945 2.7104 -9.4934
H49 -1.6329 0.6121 -10.3837
H50 -0.9063 -0.6038 -9.2603
H51 0.0461 0.2130 -10.4679
H52 -1.5016 1.4128 -8.1014
H53 1.4809 1.6473 -8.2568
H54 0.4881 0.5101 -7.3411
H55 1.5882 1.3740 -5.4725
H56 0.8315 2.9141 -4.9354
H57 2.1125 3.0102 -6.0701
H58 -1.3683 3.0074 -9.9038
H59 -0.2990 3.3648 -8.7493
C25 0.0442 -7.0623 3.5685
C26 -1.0334 -6.4832 2.7305
C27 -0.6006 -5.3344 1.8649
O10 -0.0717 -4.3903 2.7728
C28 0.6053 -3.3087 2.1690
N5 -1.4932 -7.6202 1.9150
H60 0.5642 -6.3713 4.2319
H61 0.8415 -7.4460 2.9320
H62 -0.3560 -7.8699 4.1816
H63 -1.8277 -6.0779 3.3573
H64 -1.4250 -4.9343 1.2747
H65 0.0824 -5.5416 1.0411
H66 -0.2392 -2.7618 1.7497
H67 1.4740 -3.4739 1.5317
H68 0.9090 -2.6900 3.0135
H69 -1.7708 -7.2253 1.0278
H70 -0.7929 -8.3290 1.7497
C29 2.4036 5.1901 -0.8043
C30 1.4469 4.5914 0.2348
C31 1.5005 5.2013 1.6757
O11 0.6427 4.4233 2.5941
C32 0.5268 5.1126 3.7968
N6 0.1152 4.8815 -0.2666
H71 2.3158 4.6859 -1.7667
H72 3.4455 5.1971 -0.4841
H73 2.0871 6.2150 -0.9976
H74 1.5861 3.5133 0.3158
H75 1.0493 6.1926 1.6331
H76 2.5250 5.3504 2.0169
H77 1.5023 5.3511 4.2206
H78 -0.1229 4.5461 4.4638
H79 -0.0104 6.0540 3.6805
H80 0.0443 4.4119 -1.1579
H81 0.1559 5.8587 -0.5187
C33 6.2225 0.9252 -2.0154
C34 5.3182 0.6150 -0.8582
C35 5.0779 -0.8527 -0.6219
O12 6.2437 -1.6696 -0.2261
C36 5.8863 -3.0696 -0.2342
N7 5.9729 1.1492 0.3272
H82 6.3437 2.0082 -2.0367
H83 5.7014 0.5606 -2.9007
H84 7.1071 0.3107 -1.8476
H85 4.3534 1.0911 -1.0329
H86 4.7611 -1.2688 -1.5783
H87 4.3123 -1.0281 0.1338
H88 5.5808 -3.5152 -1.1809
H89 4.9791 -3.2310 0.3479
H90 6.6789 -3.7418 0.0944
H91 6.7773 1.7139 0.0942
H92 6.3749 0.3443 0.7862

---

Entry 2:
DFT (ωB97M-V/def2-TZVPD) results for a cluster of 9 separate species, C36H93N3O12 in total in a non-equilibrium geometry.

The total energy is -2494.3296 Ha. For the max |F|, the calculation gives 3.2 eV Å⁻¹. Its charge is 0. The highest occupied orbital energy comes out at -8.8898 eV. The value obtained for the energy above the lowest of the compared OMol25 structures with the same formula, charge and spin is 0.747 eV.

Cartesian coordinates (Å):
C1 6.0956 0.3710 -0.5471
O1 5.1619 -0.6127 -0.8304
C2 4.1183 -0.7542 0.0874
C3 3.1658 -1.7988 -0.4082
N1 3.6989 -3.1731 -0.4568
C4 2.6856 -4.2638 -0.3203
C5 3.4925 -5.5359 -0.2194
O2 2.7334 -6.4906 -0.8826
C6 2.6893 -7.8178 -0.3509
H1 6.7248 0.6248 -1.3597
H2 6.7807 0.0153 0.2788
H3 5.5934 1.3311 -0.2032
H4 3.5042 0.1856 0.1468
H5 4.5432 -1.0497 1.0882
H6 2.6103 -1.4492 -1.3431
H7 2.3371 -1.9078 0.2994
H8 4.0932 -3.2618 -1.4035
H9 2.0325 -4.3770 -1.1374
H10 2.1654 -4.1825 0.5953
H11 3.6726 -5.8859 0.7736
H12 4.4506 -5.4386 -0.7025
H13 3.6116 -8.3832 -0.5462
H14 1.9552 -8.3840 -0.9910
H15 2.3437 -7.7397 0.6847
C7 -1.1593 2.4976 -3.9383
O3 -0.6870 3.1434 -2.7852
C8 -1.6120 3.1040 -1.7938
C9 -1.0962 4.1418 -0.7241
N2 -0.1632 3.5281 0.2095
C10 0.2423 4.6247 1.1469
C11 -0.5789 4.6871 2.4121
O4 -1.9429 4.6388 2.0878
C12 -2.7715 4.7066 3.1584
H16 -1.3686 1.4352 -3.8445
H17 -0.3256 2.6319 -4.6784
H18 -2.0008 3.0959 -4.3405
H19 -1.7433 2.1403 -1.2638
H20 -2.5653 3.3203 -2.3122
H21 -1.8883 4.4953 -0.0789
H22 -0.6397 5.0374 -1.1876
H23 0.6762 3.2728 -0.3378
H24 0.0847 5.6107 0.5820
H25 1.2918 4.5659 1.3942
H26 -0.2114 5.5693 2.9832
H27 -0.2903 3.7769 2.9593
H28 -2.4681 5.6620 3.6776
H29 -2.4729 3.9107 3.8516
H30 -3.7836 4.7856 2.8330
C13 -4.3289 -3.1311 -4.5867
O5 -3.5452 -1.9532 -4.5256
C14 -4.0391 -0.8596 -3.7490
C15 -4.0932 -1.1148 -2.2945
N3 -2.8769 -1.7579 -1.8107
C16 -3.0275 -2.4438 -0.5367
C17 -1.9958 -3.5520 -0.4037
O6 -2.1227 -4.4588 -1.4372
C18 -1.0753 -5.3635 -1.5813
H31 -3.7181 -3.8343 -5.1563
H32 -5.3183 -2.9141 -4.9760
H33 -4.5570 -3.5640 -3.6165
H34 -5.0592 -0.5415 -4.0279
H35 -3.3478 -0.0219 -4.0287
H36 -4.9584 -1.8096 -2.1571
H37 -4.2258 -0.2269 -1.7133
H38 -2.6874 -2.5324 -2.4489
H39 -4.0156 -2.8143 -0.4911
H40 -2.8392 -1.7581 0.2867
H41 -2.1109 -4.0457 0.6228
H42 -0.9941 -3.0451 -0.4644
H43 -0.2018 -4.8488 -1.9982
H44 -1.3071 -6.0667 -2.4099
H45 -0.8575 -5.9334 -0.6463
C19 3.5995 1.8100 -3.6746
C20 3.0633 2.3604 -2.2657
C21 2.7172 3.8092 -2.3178
O7 1.9669 1.5965 -1.7556
H46 3.9460 0.7859 -3.5589
H47 4.4415 2.4725 -3.9538
H48 2.8243 1.9968 -4.4257
H49 3.9274 2.2048 -1.5372
H50 3.5225 4.4209 -2.6031
H51 2.3264 4.0870 -1.2936
H52 1.8800 3.9367 -3.0153
H53 1.4818 1.3069 -2.5147
C22 -5.1513 0.1728 2.3300
C23 -4.5986 1.4757 1.6891
C24 -4.3618 1.2302 0.1896
O8 -5.4036 2.5802 1.8802
H54 -5.1144 0.2165 3.4210
H55 -4.4249 -0.6368 1.9988
H56 -6.1395 0.0005 1.9343
H57 -3.6267 1.7175 2.1702
H58 -5.1985 0.7045 -0.2649
H59 -3.4050 0.7418 0.0878
H60 -4.3255 2.2938 -0.1970
H61 -5.8886 2.5136 2.7235
C25 3.3650 2.7130 2.7921
C26 2.7682 2.5235 4.1561
C27 2.7745 3.8505 4.8547
O9 1.4418 2.0624 4.0933
H62 4.3707 3.0831 2.8693
H63 2.6924 3.3791 2.2120
H64 3.4848 1.7850 2.2201
H65 3.4304 1.8232 4.6316
H66 1.9824 3.8656 5.5713
H67 2.5661 4.6120 4.1278
H68 3.6994 4.1028 5.3672
H69 1.2385 1.7234 3.2226
C28 1.3064 -0.9229 -4.9265
C29 0.0032 -1.4000 -4.4126
C30 -0.1724 -2.9429 -4.4339
O10 -0.1389 -0.8838 -3.0331
H70 2.0961 -1.4803 -4.3731
H71 1.5337 0.1281 -4.7401
H72 1.4651 -1.0244 -5.9988
H73 -0.8944 -1.0339 -4.8782
H74 -0.0160 -3.2860 -5.4600
H75 -1.2245 -3.2651 -4.2484
H76 0.4643 -3.5452 -3.7107
H77 -0.9541 -1.2758 -2.6384
C31 -0.3444 0.8101 6.6437
C32 -0.8917 0.0319 5.4996
C33 -0.6599 -1.4707 5.6948
O11 -2.2947 0.2300 5.2593
H78 0.6407 0.4865 6.7303
H79 -0.9428 0.6159 7.5713
H80 -0.2347 1.8734 6.3026
H81 -0.4254 0.2389 4.5161
H82 -1.2108 -2.0494 4.9454
H83 -0.9131 -1.8566 6.6562
H84 0.4201 -1.6592 5.6056
H85 -2.3704 1.0293 4.6511
C34 1.0548 -0.8567 2.1363
C35 0.6383 0.0874 1.0414
C36 -0.5105 -0.3842 0.1175
O12 0.3650 1.2536 1.7750
H86 1.4266 -1.7988 1.7181
H87 0.1991 -1.0804 2.8182
H88 1.8650 -0.3786 2.7139
H89 1.5041 0.2491 0.3388
H90 -0.1246 -1.3251 -0.2207
H91 -0.5950 0.1979 -0.7913
H92 -1.4941 -0.4523 0.6727
H93 0.0744 2.0063 1.1813

---

Entry 3:
DFT (ωB97M-V/def2-TZVPD) results for a cluster of 7 separate species, C36H93N7O11 in total in a non-equilibrium geometry.

The total energy is -2638.0144 Ha. For the max |F|, the calculation gives 3.2 eV Å⁻¹. Its charge is 0. The highest occupied orbital energy comes out at -8.2755 eV. The value obtained for the energy above the lowest of the compared OMol25 structures with the same formula, charge and spin is 2.833 eV.

Cartesian coordinates (Å):
C1 -10.6501 12.2430 4.1626
O1 -10.7570 13.3669 5.0131
C2 -9.6855 14.2628 4.8075
C3 -9.8403 15.5446 5.6088
C4 -11.0218 16.3544 5.0521
N1 -8.6648 16.4049 5.4442
H1 -9.8328 11.5453 4.3512
H2 -10.6868 12.5497 3.1134
H3 -11.5869 11.6907 4.2674
H4 -8.7636 13.7371 5.1137
H5 -9.4683 14.4770 3.7494
H6 -9.9611 15.2599 6.6553
H7 -11.2911 17.1796 5.7071
H8 -11.9212 15.7477 4.9060
H9 -10.7726 16.6287 4.0247
H10 -7.8321 15.9752 5.8418
H11 -8.4600 16.4321 4.4394
C5 -6.9346 15.2544 -4.2396
O2 -6.8449 13.9391 -3.6927
C6 -6.0620 13.8574 -2.5198
C7 -5.4602 12.4731 -2.4084
C8 -6.5224 11.3267 -2.5053
N2 -4.7358 12.3115 -1.1675
H12 -7.6756 15.3470 -5.0287
H13 -5.9434 15.4011 -4.6759
H14 -7.1905 15.9523 -3.4400
H15 -5.2690 14.6176 -2.5681
H16 -6.6619 14.1407 -1.6440
H17 -4.7999 12.3693 -3.2705
H18 -7.5110 11.6888 -2.2063
H19 -6.3036 10.5658 -1.7585
H20 -6.5804 10.9532 -3.5235
H21 -5.2477 12.4118 -0.3088
H22 -3.8196 12.7276 -1.1566
C9 -8.3010 9.5862 1.7420
O3 -9.2862 10.4745 1.2600
C10 -10.1460 9.8268 0.3343
C11 -11.1711 10.7199 -0.3508
C12 -11.9146 11.6047 0.6557
N3 -12.1249 9.9000 -1.0625
H23 -8.7135 8.5962 1.9405
H24 -7.9003 9.9970 2.6702
H25 -7.4115 9.4989 1.1092
H26 -9.4572 9.3876 -0.4065
H27 -10.6097 8.8764 0.6361
H28 -10.6636 11.3332 -1.1079
H29 -12.1540 10.9619 1.5022
H30 -12.8001 12.0437 0.2007
H31 -11.2461 12.4134 0.9515
H32 -12.9046 10.3096 -1.5450
H33 -11.7309 9.1659 -1.6328
C13 -11.7004 19.4424 2.5131
O4 -10.4738 18.9042 2.0819
C14 -9.4288 19.2337 2.9743
C15 -8.0613 18.5772 2.7592
N4 -8.1248 17.1815 2.4516
C16 -6.9066 16.5749 1.9402
C17 -7.0869 15.0750 1.7954
O5 -8.0733 14.7847 0.8409
C18 -8.3720 13.4190 0.6616
H34 -12.0482 18.7779 3.3200
H35 -12.4951 19.1895 1.8077
H36 -11.7292 20.4895 2.8101
H37 -9.6846 18.7444 3.9284
H38 -9.3901 20.3139 3.1244
H39 -7.4516 18.8876 3.6117
H40 -7.5930 19.0927 1.8959
H41 -8.9430 16.9936 1.8854
H42 -6.1288 16.7301 2.6896
H43 -6.5918 16.9620 0.9635
H44 -7.3744 14.6096 2.7455
H45 -6.0935 14.6678 1.5595
H46 -8.8180 12.9131 1.5268
H47 -7.4432 12.8874 0.4390
H48 -9.1723 13.3456 -0.0719
C19 -9.5538 22.9378 6.7775
O6 -9.8291 24.1696 6.1927
C20 -8.8137 24.8810 5.5032
C21 -8.0956 24.0804 4.4465
N5 -8.7722 23.9585 3.1509
C22 -10.2271 24.0358 3.1594
C23 -10.7908 24.1656 1.7417
O7 -11.3877 22.9420 1.3216
C24 -12.0769 23.1034 0.0918
H49 -10.3624 22.6105 7.4263
H50 -8.5711 22.9725 7.2739
H51 -9.3535 22.0610 6.1395
H52 -8.1452 25.3457 6.2329
H53 -9.3072 25.7486 5.0642
H54 -7.8537 23.1032 4.8882
H55 -7.1176 24.5038 4.2040
H56 -8.3511 23.2936 2.5252
H57 -10.5262 24.9637 3.6461
H58 -10.6815 23.2165 3.7275
H59 -9.9715 24.4607 1.0799
H60 -11.5825 24.9208 1.7302
H61 -12.3608 22.0796 -0.1677
H62 -11.3994 23.4133 -0.7080
H63 -12.9801 23.6933 0.2600
C25 -12.7294 23.8455 9.2183
O8 -13.3775 24.6788 8.2952
C26 -12.6693 24.8619 7.0794
C27 -12.9390 23.7876 6.0251
N6 -14.3217 23.3532 6.0665
C28 -14.5644 22.0700 5.4206
C29 -13.8102 20.8527 6.0159
O9 -12.5103 20.6892 5.4670
C30 -11.8186 19.5704 6.0025
H64 -13.3683 23.7319 10.0975
H65 -11.8059 24.3106 9.5730
H66 -12.6145 22.8173 8.8564
H67 -11.5997 24.8548 7.2952
H68 -12.7740 25.8468 6.6207
H69 -12.2417 22.9647 6.1973
H70 -12.7542 24.2377 5.0441
H71 -14.5673 23.3680 7.0523
H72 -14.1969 22.1315 4.3927
H73 -15.6350 21.8749 5.4416
H74 -14.3959 19.9541 5.7833
H75 -13.7189 20.9333 7.1069
H76 -11.1027 19.3076 5.2216
H77 -12.5265 18.8537 6.4168
H78 -11.1276 19.8487 6.8139
C31 -15.5662 18.0316 -0.5777
O10 -14.6607 18.3250 -1.5913
C32 -13.4446 18.9069 -1.1841
C33 -12.5370 19.0858 -2.4148
N7 -11.8599 17.8731 -2.8211
C34 -11.0069 17.9738 -3.9927
C35 -10.4817 16.5449 -4.1892
O11 -11.5456 15.6921 -4.5493
C36 -11.1789 14.3563 -4.7876
H79 -16.3319 17.3226 -0.8987
H80 -16.1322 18.9070 -0.2329
H81 -15.0333 17.5613 0.2602
H82 -12.9391 18.2183 -0.4999
H83 -13.5197 19.8849 -0.7032
H84 -11.7599 19.8121 -2.1699
H85 -13.1210 19.4158 -3.2857
H86 -12.4105 17.0332 -2.9252
H87 -10.1225 18.6027 -3.8902
H88 -11.6178 18.2344 -4.8677
H89 -9.9679 16.2364 -3.2703
H90 -9.6936 16.4398 -4.9472
H91 -11.2223 13.7211 -3.8957
H92 -10.1849 14.2615 -5.2308
H93 -11.9367 13.9369 -5.4505